1.
# C4H18O4

A 5-piece molecular cluster, C4H18O4 overall (ωB97M-V with the def2-TZVPD basis set, the OMol25 dataset).

Properties
- total charge = 0
- structure (SMILES) = CC(C)C.O.O.O.O
- orbital gap (eV) = 11.25
- HOMO energy (Eh) = -0.395
- total energy (eV) = -12629.683
- energy above the lowest of the compared OMol25 structures with the same formula, charge and spin (kcal per mole) = 15.9
- 2S+1 = 1

Last column: natural (NBO) charge in e.
Element x y z (Å)
C 1.38 -0.60 1.62  -0.61
C 0.14 -1.23 1.02  -0.21
C 0.41 -2.23 -0.15  -0.61
C -0.59 -2.02 2.15  -0.61
H 1.21 0.02 2.50  0.20
H 2.08 -1.38 1.82  0.21
H 1.79 0.13 0.90  0.21
H -0.58 -0.45 0.65  0.19
H 0.41 -1.67 -1.10  0.21
H -0.36 -3.02 -0.10  0.20
H 1.35 -2.77 -0.05  0.21
H -1.17 -2.86 1.78  0.20
H 0.12 -2.38 2.89  0.20
H -1.11 -1.28 2.76  0.20
H 5.13 -5.11 1.04  0.47
H 5.40 -3.94 0.16  0.47
O 4.76 -4.26 0.81  -0.93
H -0.52 3.14 -2.08  0.48
H 0.71 4.02 -2.05  0.47
O 0.44 3.09 -2.20  -0.95
H -2.63 2.64 0.01  0.49
H -4.15 2.50 0.54  0.49
O -3.56 2.54 -0.21  -0.97
H -2.99 3.33 -3.24  0.47
H -3.46 3.69 -1.83  0.49
O -2.79 3.90 -2.49  -0.97



2.
# C5H12N2O

One molecule with the formula C5H12N2O (ωB97M-V with the def2-TZVPD basis set, the OMol25 dataset).

Properties
- total charge = 0
- structure (SMILES) = CNCC(=O)N(C)C
- orbital gap (eV) = 9.40
- HOMO energy (Eh) = -0.316
- total energy (eV) = -10405.010
- energy above the lowest of the compared OMol25 structures with the same formula, charge and spin (kcal per mole) = 78.7
- 2S+1 = 1

Last column: natural (NBO) charge in e.
Element x y z (Å)
O 0.23 1.39 -0.68  -0.60
C -0.06 0.26 -0.27  0.69
N 0.06 -0.94 -1.03  -0.48
C 0.14 -0.91 -2.49  -0.41
C 0.91 -1.93 -0.42  -0.41
C -0.22 -0.03 1.25  -0.33
N -1.02 1.02 1.97  -0.63
C -0.58 2.43 1.71  -0.43
H 0.13 0.08 -2.94  0.23
H 0.85 -1.49 -2.88  0.19
H -0.69 -1.45 -3.19  0.18
H 1.67 -1.60 0.26  0.20
H 1.51 -2.36 -1.20  0.21
H 0.28 -2.76 0.02  0.20
H 0.90 -0.09 1.64  0.21
H -0.65 -1.03 1.46  0.22
H -2.07 0.88 1.71  0.36
H -0.22 2.67 0.78  0.22
H 0.23 2.69 2.40  0.18
H -1.41 3.17 1.90  0.19



3.
# C7H7N5O2

C7H7N5O2 as an isolated structure (ωB97M-V with the def2-TZVPD basis set, the OMol25 dataset).

Properties
- total charge = 0
- orbital gap (eV) = 8.23
- HOMO energy (Eh) = -0.323
- total energy (eV) = -18912.651
- energy above the lowest of the compared OMol25 structures with the same formula, charge and spin (kcal per mole) = 76.1
- 2S+1 = 1

Last column: natural (NBO) charge in e.
Element x y z (Å)
C 0.74 -0.43 -3.17  -0.09
C -1.09 1.98 2.35  -0.09
C -0.60 -0.11 -3.16  -0.11
C 0.34 2.07 2.44  -0.12
C 0.01 -0.92 -1.21  0.29
C -0.32 0.46 1.13  0.38
C -0.09 -1.31 0.24  -0.08
N 1.12 -0.94 -1.93  -0.44
N -1.48 0.97 1.54  -0.49
N -1.03 -0.42 -1.91  -0.51
N 0.71 1.09 1.65  -0.53
N 0.96 -1.87 1.03  0.51
O 2.03 -1.30 0.94  -0.37
O 0.64 -2.86 1.65  -0.35
H 1.41 -0.28 -4.07  0.22
H -1.82 2.42 3.07  0.21
H -1.28 0.46 -3.87  0.23
H 0.97 2.65 3.01  0.22
H -0.90 -1.98 0.42  0.24
H -2.01 -0.49 -1.65  0.43
H 1.69 0.82 1.50  0.45



4.
# C67H57FGeN3P3Pd

C67H57FGeN3P3Pd as an isolated structure (ωB97M-V with the def2-TZVPD basis set, the OMol25 dataset).

Properties
- total charge = +2
- orbital gap (eV) = 7.08
- HOMO energy (Eh) = -0.452
- total energy (eV) = -165443.179
- energy above the lowest of the compared OMol25 structures with the same formula, charge and spin (kcal per mole) = 11.0
- 2S+1 = 1

Last column: Mulliken charge in e.
Element x y z (Å)
Pd -0.43 -0.37 -0.20  -2.58
F -0.41 -4.36 1.84  -0.63
Ge -0.45 -2.86 0.86  2.07
C -2.44 -2.66 1.05  -0.41
C -3.03 -3.89 1.39  -0.10
C -4.40 -4.03 1.56  -0.97
C -5.24 -2.94 1.44  -1.12
C -4.69 -1.72 1.10  -0.62
C -3.32 -1.58 0.84  0.27
P -2.71 0.04 0.31  2.14
C -3.16 1.12 1.72  1.10
C -3.59 2.43 1.52  -0.51
C -4.01 3.20 2.60  -0.73
C -4.02 2.66 3.88  -0.90
C -3.58 1.36 4.08  -0.57
C -3.13 0.60 3.02  -0.46
C -3.59 0.80 -1.07  1.35
C -2.86 1.77 -1.75  -0.17
C -3.46 2.56 -2.73  -0.49
C -4.80 2.38 -3.03  -0.97
C -5.54 1.40 -2.36  -0.81
C -4.94 0.63 -1.38  -0.71
C -0.03 -3.74 -0.84  -0.31
C 0.35 -5.09 -0.78  0.06
C 0.50 -5.83 -1.93  -0.96
C 0.23 -5.26 -3.18  -1.04
C -0.15 -3.94 -3.25  -0.63
C -0.24 -3.17 -2.09  0.14
P -0.77 -1.44 -2.23  3.31
C 0.12 -0.68 -3.61  1.12
C 1.20 -1.30 -4.22  -0.84
C 1.82 -0.72 -5.32  -1.02
C 1.35 0.49 -5.83  -0.88
C 0.28 1.12 -5.21  -1.17
C -0.31 0.56 -4.09  -0.44
C -2.50 -1.67 -2.82  1.21
C -3.06 -1.00 -3.91  -0.68
C -4.34 -1.31 -4.34  -0.66
C -5.09 -2.29 -3.69  -0.95
C -4.53 -2.97 -2.62  -0.67
C -3.24 -2.68 -2.20  -0.45
C 1.21 -2.20 1.74  -0.86
C 1.50 -2.85 2.95  -0.42
C 2.77 -2.83 3.50  -1.30
C 3.80 -2.21 2.82  -1.06
C 3.52 -1.53 1.65  -0.91
C 2.23 -1.45 1.13  0.60
P 1.92 -0.28 -0.35  2.44
C 3.22 -1.06 -1.38  1.54
C 4.35 -0.36 -1.79  -0.87
C 5.37 -1.01 -2.46  -0.85
C 5.27 -2.37 -2.73  -1.00
C 4.16 -3.08 -2.30  -0.42
C 3.15 -2.43 -1.61  -0.43
C 1.65 1.35 -1.31  1.17
C 0.89 2.36 -0.70  0.46
C 0.63 3.56 -1.34  -0.55
C 1.16 3.81 -2.59  -1.23
C 1.91 2.82 -3.22  -1.07
C 2.12 1.59 -2.60  -1.16
H -2.41 -4.75 1.55  0.56
H -4.81 -5.00 1.81  0.47
H -6.30 -3.03 1.62  0.47
H -5.33 -0.85 1.06  0.56
H -3.62 2.85 0.53  0.47
H -4.36 4.21 2.43  0.50
H -4.38 3.25 4.71  0.39
H -3.60 0.93 5.08  0.58
H -2.82 -0.43 3.19  0.36
H -1.81 1.94 -1.51  -0.48
H -2.88 3.32 -3.24  0.54
H -5.28 2.99 -3.79  0.41
H -6.58 1.25 -2.61  0.46
H -5.53 -0.12 -0.89  0.34
H 0.51 -5.55 0.18  0.53
H 0.80 -6.87 -1.87  0.46
H 0.31 -5.86 -4.08  0.47
H -0.38 -3.51 -4.22  0.62
H 1.56 -2.26 -3.87  0.43
H 2.66 -1.22 -5.79  0.51
H 1.81 0.92 -6.70  0.46
H -0.08 2.07 -5.59  0.48
H -1.11 1.10 -3.60  0.15
H -2.51 -0.26 -4.46  0.37
H -4.76 -0.79 -5.19  0.50
H -6.08 -2.53 -4.03  0.44
H -5.08 -3.76 -2.12  0.53
H -2.82 -3.26 -1.39  0.34
H 0.73 -3.43 3.44  0.66
H 2.95 -3.35 4.43  0.49
H 4.82 -2.26 3.19  0.53
H 4.34 -1.06 1.12  0.87
H 4.43 0.71 -1.61  0.42
H 6.25 -0.46 -2.77  0.48
H 6.07 -2.87 -3.25  0.46
H 4.09 -4.14 -2.49  0.52
H 2.31 -3.01 -1.24  0.43
H 0.49 2.20 0.30  -0.50
H 0.03 4.32 -0.84  0.56
H 1.00 4.75 -3.09  0.48
H 2.31 2.98 -4.21  0.58
H 2.65 0.83 -3.14  0.81
N 2.79 0.99 0.87  -0.43
C 3.74 1.50 1.30  1.10
C 4.92 2.13 1.84  -0.32
C 5.38 3.31 1.25  -0.45
C 6.52 3.90 1.77  -0.77
C 7.17 3.31 2.85  -0.42
C 6.69 2.14 3.43  -0.76
C 5.55 1.54 2.92  -0.34
H 4.85 3.74 0.41  0.57
H 6.90 4.81 1.34  0.45
H 8.06 3.77 3.25  0.43
H 7.21 1.69 4.27  0.45
H 5.16 0.62 3.35  0.51
N -0.03 0.48 1.72  -0.09
C 0.13 1.20 2.61  -0.68
N 0.33 2.01 3.60  0.49
C 0.32 3.47 3.41  -0.64
C -0.71 4.08 4.34  0.07
C -0.42 3.69 5.79  -0.98
C -0.39 2.17 5.94  -0.25
C 0.58 1.52 4.97  -0.75
H 0.13 3.69 2.36  0.25
H 1.32 3.84 3.66  0.37
H -1.70 3.72 4.05  -0.29
H -0.71 5.17 4.22  0.42
H -1.16 4.12 6.46  0.40
H 0.55 4.10 6.09  0.39
H -1.40 1.77 5.76  -0.04
H -0.11 1.89 6.95  0.43
H 0.50 0.43 4.96  0.39
H 1.61 1.78 5.23  0.42



5.
# C4H8AuO3

C4H8AuO3 as an isolated structure (ωB97M-V with the def2-TZVPD basis set, the OMol25 dataset).

Properties
- total charge = +3
- orbital gap (spin up / spin down) (eV) = 9.53 / 6.34
- HOMO energy (spin up / spin down) (Eh) = -0.911 / -0.936
- total energy (eV) = -14064.256
- energy above the lowest of the compared OMol25 structures with the same formula, charge and spin (kcal per mole) = 50.8
- 2S+1 = 3

Last column: Löwdin spin population.
Element x y z (Å)
C 2.39 -0.28 1.28  0.16
C 1.38 -0.61 0.21  0.20
O 0.08 -0.50 0.82  0.35
H 3.39 -0.21 0.84  0.01
H 2.14 0.67 1.78  0.05
H 2.39 -1.08 2.03  0.07
H 1.48 -1.65 -0.15  0.10
H 1.43 0.08 -0.64  0.07
Au -2.12 -1.80 -0.20  0.60
O -0.89 -0.48 -0.15  0.12
O -2.50 -0.52 -1.56  0.20
C -2.53 0.70 -1.28  0.03
C -1.39 1.11 -0.47  0.03
H -0.63 1.65 -1.05  0.00
H -2.99 1.40 -1.98  0.01
H -1.63 1.52 0.52  0.00